(1)
An isolated ion of composition C6H6N and charge +1. Source: OMol25; level of theory: ωB97M-V/def2-TZVPD.

```
13
Properties=species:S:1:pos:R:3:forces:R:3
C 1.364 0.095 -0.017 -1.28 1.32 1.16
C 2.571 -0.474 -0.019 -1.25 -3.57 -0.31
C -2.306 0.049 -0.002 0.31 -0.76 -0.07
C 0.112 -0.551 0.182 -0.97 1.54 -2.13
C -0.105 1.692 -0.078 -3.04 0.49 1.03
C -0.993 0.344 -0.085 3.47 2.29 1.20
N 1.136 1.572 0.031 0.94 -2.74 -0.60
H 3.428 0.062 -0.028 2.51 2.02 -0.16
H 2.756 -1.587 -0.098 -0.69 1.34 0.39
H -2.537 -1.002 0.193 -0.18 0.30 0.01
H -3.151 0.716 -0.148 0.35 0.15 -0.03
H -0.129 -1.525 0.408 0.24 -2.45 0.44
H -0.514 2.651 0.239 -0.41 0.05 -0.92
```
Positions in Å, forces in eV/Å.

Values from the calculation:
* 2S+1: 1
* energy: -7798.268 eV
* gap between HOMO and LUMO: 7.618 eV
* charge: +1

=====

(2)
C2H4O2 as an isolated structure. Source: OMol25; level of theory: ωB97M-V/def2-TZVPD.

```
8
Properties=species:S:1:pos:R:3:forces:R:3
C -0.491 0.758 0.216 -1.31 5.33 0.47
C 0.146 -0.530 0.057 1.15 -2.85 0.32
H -0.885 1.444 -1.045 1.14 -2.50 4.28
H 0.596 1.572 0.673 -3.79 -2.55 -1.28
H -1.492 0.658 1.167 3.52 0.63 -3.33
H 1.166 -1.669 -0.848 -1.60 1.31 -1.52
O 0.516 -0.938 -1.193 1.53 -0.81 1.60
O 0.444 -1.294 0.975 -0.64 1.44 -0.54
```
Positions in Å, forces in eV/Å.

Values from the calculation:
* 2S+1: 1
* energy: -6230.418 eV
* gap between HOMO and LUMO: 11.025 eV

=====

(3)
One molecule with the formula C4H7ClN2. Source: OMol25; level of theory: ωB97M-V/def2-TZVPD.

```
14
Properties=species:S:1:pos:R:3:forces:R:3
C 2.252 -0.341 1.238 -2.36 1.39 -0.84
N 1.429 0.261 0.301 3.07 -3.76 4.06
N 0.463 -0.749 -0.060 0.57 -0.73 0.68
C -0.025 -0.603 -1.404 -0.69 2.63 0.61
C -0.930 -0.331 -0.197 1.40 0.71 -1.45
C -1.441 1.020 0.206 -0.06 0.73 -0.31
Cl -2.920 1.306 -0.869 0.69 0.20 0.62
H 3.087 0.315 1.643 -1.12 -0.86 -0.71
H 2.091 -1.431 1.859 0.17 3.07 -2.45
H -0.257 -1.504 -1.898 0.17 -0.80 -0.77
H 0.323 0.279 -1.976 -0.16 -0.72 0.33
H -1.567 -1.173 -0.162 -0.99 -0.49 1.08
H -0.703 1.862 0.067 -0.83 -1.06 -0.17
H -1.802 1.087 1.252 0.14 -0.30 -0.69
```
Positions in Å, forces in eV/Å.

Values from the calculation:
* 2S+1: 1
* energy: -19760.292 eV
* SMILES: C=NN1C[C@@H]1CCl
* gap between HOMO and LUMO: 9.455 eV

=====

(4)
An isolated ion of composition C3H3N2OS and charge +1. Source: OMol25; level of theory: ωB97M-V/def2-TZVPD.

```
10
Properties=species:S:1:pos:R:3:forces:R:3
C 1.034 -0.232 -0.111 1.70 0.97 0.21
C 0.281 -1.331 0.079 0.34 2.17 -0.49
C 0.837 1.239 0.205 0.84 -0.84 -1.46
N -0.179 1.764 0.605 -2.55 0.40 1.00
N -1.999 -0.059 -0.192 -0.61 2.61 -1.11
O -2.950 0.588 -0.404 0.73 -1.02 0.47
S -1.468 -1.406 0.364 0.42 -1.67 1.01
H 2.109 -0.257 -0.471 -1.38 -1.10 0.53
H 0.728 -2.288 -0.019 -0.05 -0.95 -0.23
H 1.606 1.982 -0.057 0.56 -0.56 0.06
```
Positions in Å, forces in eV/Å.

Values from the calculation:
* 2S+1: 1
* energy: -19008.041 eV
* gap between HOMO and LUMO (alpha / beta): 7.071 / 8.125 eV
* charge: +1

=====

(5)
C10H51I3N4O25 as an isolated structure. Source: OMol25; level of theory: ωB97M-V/def2-TZVPD.

```
93
Properties=species:S:1:pos:R:3:forces:R:3
C 0.646 -0.060 1.420 0.07 0.20 -0.01
C 1.652 -0.358 0.373 0.36 0.02 -0.41
I 1.617 -2.335 -0.246 0.16 -0.32 -0.14
C 2.480 0.504 -0.212 -0.34 -0.49 0.17
I 2.267 2.561 0.263 -0.02 0.07 0.10
N 3.456 0.138 -1.176 0.60 0.65 0.16
C 3.387 1.008 -2.355 -0.23 -0.33 0.71
C 1.965 1.060 -3.012 -1.43 -1.50 -0.05
O 1.808 2.120 -3.645 -0.28 -0.96 0.29
O 1.287 -0.024 -2.858 1.28 2.60 -0.57
C 4.267 0.571 -3.473 -0.52 -0.22 -0.88
N 3.768 -0.470 -4.337 1.01 0.00 -0.16
C 3.403 -1.555 -3.924 0.42 3.18 -0.04
O 3.106 -2.566 -3.526 -1.01 -3.52 0.59
N 5.653 0.198 -2.961 0.56 0.48 -0.08
C 5.847 0.602 -1.529 0.18 -0.01 -0.24
C 4.830 -0.100 -0.673 -0.70 -0.58 0.24
I 5.301 0.650 1.304 0.04 0.10 -0.03
C 5.172 -1.607 -0.736 0.28 -0.16 0.03
O 5.156 -2.252 0.515 -0.22 0.12 0.28
N 5.512 -3.664 0.362 0.07 -0.17 0.21
O 4.630 -4.289 -0.040 -0.06 0.11 -0.15
H 1.137 0.266 2.327 0.09 0.08 0.36
H 0.010 0.751 1.101 -0.29 0.36 -0.11
H 0.039 -0.926 1.613 -0.21 -0.24 0.18
H 3.647 2.035 -2.128 0.08 0.33 0.22
H 4.409 1.443 -4.086 0.08 0.28 -0.33
H 6.330 0.706 -3.522 0.15 -0.07 -0.16
H 5.870 -0.789 -3.089 -0.27 -0.15 0.00
H 6.843 0.306 -1.245 0.35 -0.08 0.12
H 5.789 1.675 -1.464 -0.22 0.38 -0.12
H 4.494 -2.096 -1.427 -0.37 -0.05 -0.09
H 6.190 -1.712 -1.119 0.35 -0.01 -0.16
O 0.968 -5.018 -1.908 0.14 -0.07 -0.08
H 0.387 -5.630 -2.369 -0.07 0.00 0.05
H 1.531 -4.648 -2.597 -0.01 0.09 0.01
O -0.331 2.476 3.676 0.27 0.02 0.19
H -0.315 1.942 4.481 -0.26 -0.27 -0.14
H -1.262 2.709 3.600 -0.03 0.09 0.06
O -1.782 -2.504 0.122 -0.24 0.13 0.14
H -1.372 -2.687 -0.730 0.13 -0.05 0.02
H -2.720 -2.438 -0.093 -0.02 -0.16 -0.11
O -1.207 4.828 5.817 -0.04 -0.12 0.01
H -1.002 4.999 6.740 0.01 0.04 0.02
H -0.347 4.663 5.409 0.09 0.20 -0.04
O 8.099 0.369 3.265 0.03 0.09 0.13
H 7.678 -0.497 3.250 -0.02 -0.01 -0.08
H 7.773 0.775 4.075 0.02 -0.05 0.06
O 5.142 -7.042 -0.967 -0.03 0.01 -0.03
H 4.624 -7.852 -0.958 -0.01 -0.01 -0.01
H 4.527 -6.347 -0.707 0.06 -0.08 0.02
O -3.594 -0.952 1.569 0.07 0.28 0.20
H -2.689 -1.302 1.558 -0.10 -0.08 -0.13
H -3.514 -0.083 1.159 0.02 -0.03 0.01
O -6.231 -2.183 0.750 -0.06 0.08 -0.02
H -6.581 -1.683 0.002 0.06 -0.06 0.00
H -5.430 -1.722 1.027 0.10 -0.06 0.07
O -7.922 -1.741 -1.542 0.11 0.09 -0.19
H -8.500 -2.213 -0.935 0.04 -0.05 0.01
H -8.514 -1.382 -2.217 -0.35 0.06 0.06
O -5.691 -0.408 -3.177 -0.10 -0.04 -0.18
H -6.381 -0.890 -2.704 0.06 -0.10 0.13
H -5.039 -0.189 -2.507 0.08 -0.04 -0.03
O -2.187 0.473 4.855 -0.17 -0.04 -0.11
H -2.751 0.208 4.119 0.09 -0.06 -0.06
H -2.748 0.369 5.635 0.11 0.12 0.21
O -2.726 -3.231 -2.616 0.10 -0.02 -0.07
H -3.355 -3.809 -3.056 -0.07 0.01 0.04
H -2.140 -2.922 -3.315 0.00 0.08 0.01
O -10.278 -0.727 -3.086 0.01 0.09 -0.02
H -11.164 -1.119 -3.110 0.10 -0.19 0.11
H -10.280 -0.038 -3.755 0.08 0.01 -0.02
O -12.636 -2.383 -2.772 -0.09 0.06 -0.04
H -12.623 -3.006 -2.040 0.07 -0.01 0.01
H -13.541 -2.059 -2.809 -0.01 0.00 -0.01
O -5.864 -1.074 -6.299 0.01 -0.11 -0.02
H -5.678 -1.051 -5.353 -0.02 0.17 0.18
H -5.002 -1.167 -6.713 0.01 0.03 -0.02
O 5.911 3.245 3.463 0.10 -0.07 0.04
H 6.863 3.107 3.431 0.03 0.01 -0.05
H 5.761 4.006 2.894 -0.10 -0.01 -0.02
O -3.268 0.689 7.634 -0.08 -0.06 -0.02
H -3.931 0.214 8.144 -0.01 -0.02 -0.01
H -2.680 1.078 8.286 0.06 0.04 -0.05
O 2.190 5.627 1.136 -0.05 -0.08 0.11
H 2.785 6.177 0.621 0.00 -0.02 -0.08
H 1.308 5.980 0.944 0.07 0.05 -0.01
O 1.662 4.278 4.732 -0.13 -0.20 0.10
H 1.064 3.573 4.430 0.05 0.09 -0.24
H 2.229 4.425 3.968 -0.02 0.14 -0.04
O 0.179 7.666 0.532 0.07 0.00 -0.01
H -0.209 8.012 -0.277 -0.03 -0.05 -0.02
H 0.840 8.315 0.794 -0.06 0.06 0.05
```
Positions in Å, forces in eV/Å.

Values from the calculation:
* 2S+1: 1
* energy: -92642.411 eV
* gap between HOMO and LUMO: 7.005 eV

=====

(6)
One molecule with the formula C4H5NO2. Source: OMol25; level of theory: ωB97M-V/def2-TZVPD.

```
12
Properties=species:S:1:pos:R:3:forces:R:3
C 1.070 -0.016 1.137 0.09 0.00 0.05
C -0.067 0.408 0.184 -0.11 -0.03 0.08
C -1.215 -0.590 0.239 -0.18 -0.13 -0.31
O -1.723 -1.091 -0.731 0.29 0.25 0.43
N 0.403 0.609 -1.158 -0.21 -0.07 -0.50
C -0.083 0.341 -2.240 -0.03 -0.05 -0.30
O -0.399 0.171 -3.356 0.25 0.14 0.84
H 1.945 -0.297 0.548 -0.17 -0.03 0.09
H 1.360 0.799 1.805 -0.05 -0.12 -0.13
H 0.780 -0.872 1.759 0.05 0.18 -0.12
H -0.498 1.354 0.549 0.04 -0.14 -0.03
H -1.572 -0.817 1.265 0.03 -0.01 -0.10
```
Positions in Å, forces in eV/Å.

Values from the calculation:
* 2S+1: 1
* energy: -9813.642 eV
* SMILES: C[C@H](C=O)N=C=O
* gap between HOMO and LUMO: 10.888 eV

=====

(7)
One molecule with the formula CH4BrP. Source: OMol25; level of theory: ωB97M-V/def2-TZVPD.

```
7
Properties=species:S:1:pos:R:3:forces:R:3
C -0.805 -0.956 -0.025 2.09 1.35 2.13
P 0.158 0.443 0.076 2.74 -0.27 -0.30
Br 2.448 -0.161 0.068 -0.87 0.27 0.28
H -1.150 -1.420 0.888 -0.19 -0.11 -0.17
H -1.435 -0.519 -0.709 -2.42 -0.02 -1.89
H 0.497 1.629 0.921 -0.73 -1.27 -0.46
H 0.287 0.985 -1.220 -0.62 0.05 0.41
```
Positions in Å, forces in eV/Å.

Values from the calculation:
* 2S+1: 1
* energy: -80430.733 eV
* SMILES: C=[PH2]Br
* gap between HOMO and LUMO: 9.027 eV

=====

(8)
C28H41FN2O6ScSe2Si as an isolated structure. Source: OMol25; level of theory: ωB97M-V/def2-TZVPD.

```
82
Properties=species:S:1:pos:R:3:forces:R:3
Sc 0.477 -0.236 -1.034 -0.81 -0.29 1.40
O 0.408 2.177 -4.162 -0.03 0.25 -0.20
C 0.299 1.251 -3.393 0.18 -0.26 0.11
O 1.193 0.854 -2.529 0.16 0.75 -0.97
C -1.017 0.393 -3.305 0.08 -0.29 -0.03
O -2.030 0.714 -3.899 -0.10 0.14 -0.10
O -0.882 -0.618 -2.508 -0.62 0.04 -0.94
C 2.140 0.015 3.008 -0.07 -0.06 -0.12
Se 0.350 0.535 2.467 0.10 0.34 0.20
C 0.353 2.245 3.431 0.05 -0.24 0.01
C 1.274 3.326 2.887 -0.12 -0.05 -0.12
Se 0.578 4.252 1.314 0.03 0.01 0.02
C 1.819 3.507 0.015 -0.08 0.04 -0.01
H 2.211 -0.035 4.094 0.01 -0.02 0.00
H 2.864 0.713 2.595 0.02 -0.03 -0.01
H 2.319 -0.963 2.565 0.01 0.03 0.02
H 0.636 2.002 4.456 -0.04 0.04 0.09
H -0.680 2.585 3.432 -0.06 0.02 0.05
H 2.242 2.927 2.591 0.06 -0.02 0.07
H 1.442 4.084 3.652 0.02 0.03 0.04
H 2.823 3.862 0.224 0.05 0.03 -0.02
H 1.509 3.846 -0.971 0.04 -0.01 -0.02
H 1.783 2.425 0.051 0.00 -0.17 -0.01
F 2.077 -0.147 -0.078 1.13 0.21 0.50
C -1.601 3.426 -1.683 -0.02 -0.10 0.11
N -2.603 2.441 -1.293 -0.02 0.23 -0.05
C -3.929 2.667 -1.847 -0.01 -0.04 0.02
C -4.678 1.362 -1.978 0.08 -0.10 -0.06
C -4.590 0.632 -0.655 0.07 0.08 -0.01
N -3.192 0.412 -0.314 0.04 -0.06 0.06
C -2.859 -0.765 0.482 -0.05 0.17 -0.02
C -2.239 1.308 -0.656 0.02 0.13 -0.26
O -1.023 1.132 -0.385 -0.18 -0.25 0.42
H -1.410 3.371 -2.754 -0.02 0.00 -0.11
H -0.675 3.240 -1.150 -0.07 -0.04 0.01
H -1.963 4.422 -1.416 -0.01 -0.02 -0.03
H -3.801 3.126 -2.827 0.03 0.02 -0.05
H -4.478 3.371 -1.211 -0.02 0.05 0.00
H -4.199 0.759 -2.755 -0.04 0.03 0.03
H -5.717 1.544 -2.253 -0.01 0.01 0.03
H -5.071 -0.341 -0.724 0.00 -0.07 0.01
H -5.101 1.200 0.133 0.00 -0.01 0.04
H -3.643 -1.506 0.334 -0.01 0.02 -0.01
H -2.796 -0.531 1.547 -0.01 0.05 0.05
H -1.921 -1.207 0.168 0.14 -0.04 -0.06
C -0.453 -6.066 -1.518 -0.01 0.04 0.07
C -0.797 -4.572 -1.456 -0.18 -0.03 -0.11
C -2.238 -4.398 -0.953 0.09 0.07 0.03
C -0.694 -3.981 -2.873 0.06 0.02 0.07
Si 0.367 -3.581 -0.336 0.18 -0.07 0.10
O -0.013 -2.026 -0.288 -0.06 -0.35 -0.03
C 2.116 -3.768 -1.032 0.08 0.11 -0.03
C 2.557 -2.784 -1.924 0.04 -0.25 0.13
C 3.832 -2.804 -2.469 0.02 -0.02 -0.02
C 4.706 -3.829 -2.129 -0.06 -0.03 0.06
C 4.295 -4.821 -1.247 0.00 0.04 -0.04
C 3.014 -4.788 -0.707 -0.03 0.00 0.01
C 0.322 -4.243 1.438 -0.01 -0.17 0.09
C 0.080 -3.323 2.464 -0.03 -0.10 -0.03
C 0.028 -3.712 3.798 0.02 -0.05 -0.02
C 0.215 -5.046 4.139 -0.01 0.05 -0.06
C 0.458 -5.982 3.140 0.01 0.04 -0.05
C 0.512 -5.582 1.809 0.04 0.11 0.03
H -1.091 -6.561 -2.261 0.05 0.02 0.02
H -0.625 -6.562 -0.557 0.00 0.03 -0.11
H 0.591 -6.229 -1.811 -0.10 0.01 0.02
H -2.936 -4.935 -1.609 0.00 0.03 0.03
H -2.519 -3.339 -0.948 0.02 -0.14 -0.02
H -2.360 -4.790 0.065 0.00 0.02 -0.08
H -1.416 -4.477 -3.536 0.03 0.01 0.01
H 0.306 -4.130 -3.295 -0.09 -0.01 0.02
H -0.906 -2.908 -2.878 -0.02 -0.07 -0.01
H 1.882 -1.986 -2.203 0.04 0.05 -0.18
H 4.142 -2.016 -3.146 -0.02 -0.03 0.03
H 5.706 -3.850 -2.545 -0.01 0.00 0.01
H 4.979 -5.617 -0.971 -0.03 0.01 -0.01
H 2.715 -5.565 -0.007 0.05 0.07 -0.04
H -0.078 -2.283 2.202 0.00 -0.01 0.01
H -0.155 -2.969 4.567 -0.01 -0.04 -0.03
H 0.169 -5.358 5.176 0.01 0.01 -0.01
H 0.611 -7.024 3.399 -0.01 0.03 -0.01
H 0.714 -6.331 1.048 -0.02 0.06 0.10
```
Positions in Å, forces in eV/Å.

Values from the calculation:
* 2S+1: 1
* energy: -206967.014 eV
* gap between HOMO and LUMO: 7.935 eV
* charge: -1

=====

no.,largest force on an atom (eV/Å)
1,4.33
2,5.51
3,6.33
4,2.90
5,3.71
6,0.89
7,3.28
8,1.64